1.
This record from the OMol25 dataset describes C28H40ClCsN2O14P2 as an isolated structure. The level of theory is ωB97M-V/def2-TZVPD.

Net charge: -2
Kohn-Sham gap in Eh: 0.24146

CARTESIAN COORDINATES (ANGSTROEM)
H: -5.268 -0.987 -1.324
C: 0.436 2.502 -4.961
C: -3.013 -1.778 0.074
N: 0.907 -6.782 5.007
H: -1.587 -2.803 -2.806
H: -2.471 4.084 -2.210
C: 0.246 -5.015 1.831
C: -0.503 -2.844 -2.924
H: 2.205 -1.612 -1.097
H: 5.399 -2.474 2.521
H: -0.606 2.685 -5.236
H: -3.139 5.532 -1.455
H: 0.640 2.974 -3.999
C: 2.991 4.831 1.555
C: 3.929 3.595 3.369
H: 1.285 -4.210 5.467
O: 0.160 5.495 0.691
H: -1.610 4.863 -0.844
H: 3.057 5.555 0.754
P: 0.092 0.579 -2.360
C: -3.770 -0.465 0.125
H: 4.762 3.292 3.989
H: 1.149 0.714 -6.972
H: -5.241 2.695 -0.081
H: -0.243 -2.408 -3.891
H: -5.734 -1.320 0.354
C: -3.382 3.785 -0.263
C: 0.444 -3.610 2.171
O: 4.144 0.343 1.959
O: 1.478 0.999 -2.121
O: -0.188 0.388 -3.944
H: -0.552 0.450 -6.542
C: 4.076 4.537 2.362
C: -5.219 -0.612 -0.299
C: 0.848 -3.365 3.557
H: -5.309 4.106 -1.156
H: 2.531 2.259 4.303
N: 1.638 3.272 2.754
O: 3.948 -1.468 0.636
H: -4.513 2.612 -1.689
H: 1.082 2.965 -5.709
H: 2.007 -1.599 -2.862
O: -3.176 0.496 -0.784
H: 1.390 -2.046 5.170
H: 5.032 5.020 2.195
C: -1.164 1.760 -1.827
O: 1.052 -0.970 3.509
H: 1.727 0.846 -4.542
C: -2.588 4.608 -1.258
O: -0.413 -0.762 -1.735
H: -5.738 0.347 -0.257
H: -0.075 -2.527 -0.829
C: 1.107 -2.028 4.092
C: 0.991 -4.413 4.444
Cl: 4.975 -1.145 4.423
O: 0.711 -7.944 4.637
C: 0.704 1.009 -4.887
Cs: 1.580 0.670 0.920
C: 1.693 -2.086 -1.935
H: -3.593 4.418 0.601
H: -3.494 -2.509 0.729
C: 4.552 -1.872 2.836
H: -3.017 -2.168 -0.948
O: -1.192 0.722 0.808
C: -4.692 3.265 -0.832
P: -1.951 1.401 -0.243
H: -1.984 -1.648 0.404
H: 2.027 -3.126 -1.958
C: 4.194 -0.874 1.709
C: 0.185 -2.098 -1.796
H: -0.646 2.716 -1.718
C: 1.793 4.151 1.761
H: -3.719 -0.060 1.141
H: -1.955 1.807 -2.576
O: 1.223 -6.516 6.167
H: 3.699 -2.527 2.999
H: 0.667 -0.761 -6.114
O: -2.624 2.713 0.316
H: -0.038 -5.220 0.806
C: 0.397 -6.020 2.728
C: 2.687 3.007 3.532
C: 0.479 0.309 -6.212
O: 0.267 -2.717 1.333
O: 0.358 3.335 0.084
H: -0.189 -3.889 -2.911
C: 0.646 4.348 0.767
C: 0.769 -5.731 4.063
H: 0.238 -7.052 2.450

=====

2.
This record from the OMol25 dataset describes C28H40N12PSSiSn as an isolated structure in a non-equilibrium geometry. The level of theory is ωB97M-V/def2-TZVPD.

Net charge: +3
Kohn-Sham gap in Eh: 0.15962

CARTESIAN COORDINATES (ANGSTROEM)
C: 4.115 -0.143 4.397
H: 4.220 -0.196 -5.328
N: 5.237 0.794 6.330
H: -0.697 -0.436 -4.172
C: -0.723 -0.985 -5.117
H: -0.505 -2.856 2.390
N: -2.162 -2.400 -1.878
H: -3.928 2.590 4.263
H: 4.324 2.761 -3.153
C: -2.840 1.775 -2.170
H: 6.017 0.851 6.968
C: 3.499 -0.232 -4.510
H: -3.413 -0.924 -5.517
N: -0.640 1.876 2.141
C: 0.023 2.814 2.873
C: -1.259 -3.199 -4.010
C: -2.695 -0.570 1.993
C: 5.274 -0.076 5.321
H: -3.828 -2.507 -4.869
C: 1.964 0.403 -0.834
N: -1.122 -2.616 -2.687
H: 4.857 -2.030 -2.016
C: 3.201 -0.618 2.237
C: -3.126 -1.679 -4.788
H: 0.286 -1.327 -5.350
H: 3.111 -1.250 -4.471
H: 0.783 0.408 4.163
C: -4.989 2.055 -0.903
C: -0.032 -2.146 -2.077
H: 5.272 -0.855 2.733
N: -0.403 -1.656 -0.910
H: -3.248 2.088 -3.113
C: 2.823 0.207 4.804
N: -1.551 1.072 -0.511
N: -1.430 -0.982 1.949
C: -4.923 -1.531 2.605
H: 4.505 1.475 6.439
H: 2.682 0.439 -4.772
C: -2.774 1.282 -0.039
H: 5.753 -0.798 -1.123
C: 1.792 0.133 3.886
H: 0.972 -2.165 -2.458
C: -1.578 1.376 -1.837
C: -1.701 -2.156 -5.059
C: 5.052 2.013 -2.843
C: -0.886 3.522 3.606
H: -3.988 3.932 3.106
H: -5.276 -2.520 2.884
H: -0.694 1.306 -2.445
C: 4.290 -0.576 3.082
H: -5.185 -0.833 3.398
C: 2.890 0.389 -1.616
N: -2.112 3.008 3.309
H: -5.421 -1.228 1.685
C: 5.393 -1.086 -2.109
C: -1.415 -2.287 2.339
H: -5.558 1.184 -0.582
N: -3.484 -1.577 2.417
C: -2.691 -2.664 2.635
S: 6.555 -1.094 5.080
Si: 4.344 0.271 -2.902
N: -1.733 -1.830 -0.829
P: -3.336 1.104 1.681
H: 5.901 2.077 -3.525
H: -5.367 2.388 -1.866
H: -1.028 -0.292 -5.898
H: 2.611 0.510 5.819
H: -1.684 -2.673 -6.021
H: 3.300 -0.950 1.211
N: -3.581 1.717 -1.028
H: -3.202 4.151 4.672
H: 6.267 -1.270 -2.735
H: 5.407 2.274 -1.847
H: -2.012 -3.984 -3.942
H: -0.298 -3.635 -4.285
H: -3.222 -1.250 -3.790
C: -1.937 2.013 2.415
N: 1.978 -0.257 2.627
H: -3.078 -3.608 2.973
H: -0.750 4.340 4.290
H: 1.090 2.916 2.814
C: -3.380 3.443 3.866
Sn: 0.225 0.129 0.713
H: -5.126 2.859 -0.180

=====

3.
This record from the OMol25 dataset describes C28H41BrGeN4O8S4Si3Y as an isolated structure in a non-equilibrium geometry. The level of theory is ωB97M-V/def2-TZVPD.

Net charge: 0
2S+1: 2
Kohn-Sham gap (spin up / spin down) in Eh: 0.25069 / 0.23029

CARTESIAN COORDINATES (ANGSTROEM)
C: -14.830 -0.878 -1.538
H: -21.710 -3.939 -2.570
C: -14.649 0.424 0.549
N: -21.557 -3.093 0.682
H: -16.084 -2.671 -1.423
H: -14.183 1.205 1.128
C: -25.039 -1.333 3.072
H: -14.595 -1.079 -2.542
H: -27.004 -3.816 2.426
C: -18.100 -1.893 3.313
C: -23.590 -4.041 3.038
Si: -23.812 -0.420 -0.608
C: -25.597 -3.487 -2.534
O: -21.235 -8.399 2.977
N: -16.982 -2.114 1.160
C: -19.184 -1.297 5.367
Ge: -23.402 -2.777 0.108
H: -25.795 -1.366 3.836
C: -15.633 -0.401 1.068
H: -21.895 0.967 -0.191
H: -22.708 -3.440 3.244
H: -13.566 0.878 -1.328
H: -17.462 -2.976 0.981
H: -23.308 -4.935 2.600
S: -20.673 -7.031 -0.977
H: -25.304 -3.524 -3.574
C: -14.259 0.171 -0.792
C: -26.370 -3.682 1.563
H: -25.684 -2.471 -2.238
Br: -19.612 0.015 6.674
H: -22.854 0.745 1.358
H: -23.431 1.848 0.082
S: -20.097 -7.004 -3.876
C: -18.293 -0.980 4.396
H: -25.352 -0.429 2.477
O: -20.803 -3.444 -0.492
C: -18.949 -6.057 -4.828
H: -26.495 -4.054 -2.213
C: -18.858 -3.017 3.153
H: -16.179 0.066 3.142
C: -21.216 -1.828 1.245
O: -18.884 -6.347 -6.015
H: -24.031 -1.058 3.359
H: -19.490 -1.857 0.059
H: -20.643 -0.660 -0.262
H: -25.620 -6.031 -1.198
H: -26.867 -3.024 0.884
H: -26.451 -0.903 -0.217
H: -22.704 -3.649 -3.927
H: -22.052 -4.263 5.515
S: -18.137 -4.904 -3.781
H: -22.515 -5.346 -3.406
H: -26.087 0.024 -1.584
C: -18.653 -5.532 -2.246
C: -21.243 -4.904 5.077
O: -21.861 -1.378 2.162
S: -17.948 -4.967 -0.842
Si: -24.034 -4.185 -1.766
N: -16.275 -0.443 2.323
C: -22.648 -4.294 -3.054
Si: -24.770 -2.973 2.058
H: -24.046 -6.381 -0.378
O: -20.632 -4.355 3.899
H: -20.464 -5.215 5.807
H: -25.931 0.793 -0.089
H: -19.651 -0.257 1.080
C: -25.715 -0.155 -0.566
H: -21.806 -5.730 4.651
O: -18.637 -3.729 2.103
H: -23.461 -0.895 -3.106
C: -23.420 -0.042 -2.451
Y: -20.184 -5.020 0.931
C: -20.120 -1.147 0.564
H: -26.301 -4.585 0.975
H: -24.215 -6.646 -2.143
H: -17.795 -0.021 4.378
C: -19.806 -3.319 4.173
O: -19.732 -7.029 2.310
N: -20.935 -7.411 2.385
C: -15.700 -1.792 -0.942
H: -22.466 0.469 -2.769
C: -19.769 -6.465 -2.297
C: -22.877 0.877 0.282
H: -24.276 0.615 -2.836
H: -20.692 -2.851 5.943
O: -21.747 -6.598 1.814
H: -24.044 -4.135 4.000
C: -24.525 -5.969 -1.308
C: -17.132 -1.479 2.306
C: -16.072 -1.487 0.354
C: -19.977 -2.478 5.212

=====

4.
This record from the OMol25 dataset describes C28H41CoF5N5S as an isolated structure in a non-equilibrium geometry. The level of theory is ωB97M-V/def2-TZVPD.

Net charge: -1
2S+1: 4
Kohn-Sham gap (spin up / spin down) in Eh: 0.16844 / 0.15907

CARTESIAN COORDINATES (ANGSTROEM)
C: 3.629 1.762 -2.932
C: 0.586 -1.150 3.653
H: 4.475 1.928 -2.256
C: -1.071 3.704 0.535
C: 2.101 -0.984 3.787
F: -3.988 -2.432 1.651
H: 4.134 1.448 1.931
H: 4.035 1.484 -3.907
C: 2.705 0.673 -2.385
H: -1.342 2.399 3.043
C: 3.036 1.442 1.985
C: -2.748 -1.630 -2.555
H: 3.674 -1.025 -3.329
S: 0.845 -3.507 0.463
H: -3.003 -1.770 -3.608
C: -3.076 -3.384 1.373
H: -2.015 2.171 -0.608
C: -2.038 2.526 0.424
H: -1.949 -2.330 -2.301
C: 0.375 3.380 0.170
H: -3.629 -1.873 -1.951
C: -1.394 0.282 3.399
H: 0.161 -1.273 4.660
H: 0.539 0.825 3.192
C: -2.487 -5.668 1.132
C: -0.756 -3.955 0.804
C: -3.411 0.799 -2.611
C: -3.453 -4.713 1.397
H: 2.743 2.356 0.066
H: 2.928 3.513 1.386
H: 4.348 -0.617 -1.737
H: -1.961 0.035 -4.985
H: 0.373 -2.054 3.079
C: 0.130 0.434 -5.190
N: 1.023 2.571 1.198
H: 0.403 2.811 -0.766
H: -2.021 -0.573 3.138
C: 1.330 0.604 -4.503
H: 0.915 4.329 0.019
N: 2.470 0.162 1.593
H: 0.099 0.480 -6.272
H: 2.563 -1.871 1.909
H: -3.054 2.888 0.646
N: -1.691 1.384 1.258
H: -2.216 0.575 0.933
H: 0.762 2.932 2.111
H: 2.759 -0.051 0.640
H: 2.416 0.929 -1.365
F: -1.508 -1.700 1.079
H: -1.471 0.428 4.487
H: 2.487 -1.827 4.363
C: -2.284 -0.193 -2.301
Co: 0.235 0.168 0.735
H: 3.088 2.705 -3.046
C: -1.025 0.187 -4.451
H: -2.020 -0.107 -1.245
H: 3.925 -0.987 2.638
F: -4.719 -5.065 1.677
F: -2.827 -6.966 1.164
H: 2.320 -0.078 4.365
C: 1.396 0.549 -3.126
C: 3.422 -0.681 -2.323
C: -1.192 -5.297 0.842
C: -1.778 -3.028 1.079
H: -3.056 1.828 -2.520
H: -1.431 4.477 -0.147
N: 0.251 0.210 -1.021
H: -2.959 1.695 2.947
H: 2.764 -1.423 -1.863
C: -1.017 0.118 -3.073
C: 2.474 2.550 1.105
H: -3.780 0.662 -3.631
H: 2.239 0.779 -5.075
N: -0.024 0.006 2.984
C: -1.904 1.530 2.686
H: -1.105 4.134 1.544
C: 0.211 0.297 -2.329
C: 2.840 -0.967 2.448
H: 2.765 1.650 3.027
F: -0.316 -6.276 0.594
H: -4.254 0.659 -1.926

=====

5.
This record from the OMol25 dataset describes C28H41F5N7O3PS2SiZr as an isolated structure in a non-equilibrium geometry. The level of theory is ωB97M-V/def2-TZVPD.

Net charge: +2
Kohn-Sham gap in Eh: 0.22378

CARTESIAN COORDINATES (ANGSTROEM)
N: -3.282 -2.908 -0.722
C: 3.988 2.038 1.920
S: -0.360 -3.129 -2.117
H: -3.167 0.318 0.924
C: -2.306 -0.848 2.319
H: -3.059 -0.620 3.122
C: 1.341 -0.742 -0.407
C: -4.024 2.089 -1.520
H: 2.849 -2.926 0.784
H: 2.214 0.413 4.285
H: -3.393 -5.050 -0.453
S: 2.202 0.704 -2.230
H: 1.142 3.772 1.189
C: -1.060 2.668 -1.996
H: 4.305 4.648 2.707
F: -2.798 0.692 -4.514
F: 1.301 -2.928 -4.680
C: -1.947 -4.293 0.931
H: -0.219 3.112 -1.448
H: 4.752 -4.007 -0.482
H: -1.103 -2.325 3.351
H: -4.303 3.145 -1.451
C: -0.114 -1.436 -5.815
H: -4.460 -2.065 1.693
H: -0.680 1.891 -2.686
H: 4.536 -0.881 -3.497
H: 0.922 4.322 3.929
C: 1.692 2.861 1.432
H: -4.788 1.473 -0.994
C: -2.199 2.859 0.905
N: 3.661 1.488 3.240
H: -3.909 1.845 -2.573
C: -4.343 -1.325 0.892
Zr: -1.407 -1.431 -0.430
N: 3.138 3.255 1.596
C: 3.274 4.308 2.698
H: -1.484 -0.119 2.433
O: 1.738 0.672 -3.581
H: -5.372 -2.611 -0.553
F: -1.387 0.223 -6.936
H: -3.303 -3.229 -1.694
C: -1.867 -2.299 2.542
C: -1.562 -1.056 -3.534
N: -2.996 -0.689 1.025
C: 4.240 -1.285 -2.509
C: 3.778 2.549 4.242
O: 0.497 -1.297 0.425
O: 2.832 1.902 -1.721
C: -3.256 -4.136 0.124
N: 2.914 3.755 4.001
H: 3.480 3.694 0.724
C: -1.131 -0.482 -5.818
H: 3.868 1.265 1.157
H: -1.635 3.446 -2.537
C: -1.840 -0.277 -4.636
H: -5.154 -0.614 0.956
H: 5.044 2.354 1.955
F: 0.715 -1.496 -6.873
H: 3.483 2.109 5.196
N: -1.353 -2.951 1.292
H: 1.598 2.212 0.554
C: 3.174 -0.739 -1.805
H: 5.652 -2.926 -2.476
C: 4.330 -3.051 -0.805
C: 2.331 0.812 3.251
H: 2.317 -0.042 2.585
C: 1.507 3.426 4.105
N: 0.911 0.271 -1.138
H: -2.728 -2.850 2.931
C: 3.234 -2.510 -0.143
H: -4.517 -1.266 -1.299
C: -4.453 -2.029 -0.480
C: 0.223 -2.149 -4.671
H: -4.086 -4.104 0.884
H: -3.187 2.904 1.347
H: -1.821 3.869 0.762
H: 1.306 3.011 5.130
H: 2.627 5.152 2.491
H: -1.191 -4.818 0.332
H: -0.368 -3.162 1.440
H: -1.516 2.367 1.607
P: 0.947 2.053 2.885
Si: -2.309 1.920 -0.726
C: 4.825 -2.429 -1.976
C: -0.561 -2.040 -3.501
H: 4.825 2.825 4.336
F: -2.291 -0.844 -2.347
C: 2.657 -1.341 -0.662
H: -2.083 -4.934 1.810

=====

Which ΔE to the lowest compared entry with this formula, charge and spin belongs to each record? In order, 16.8; 223.0; 221.1; 0.0; 17.0 kJ/mol.